Record 1
Here is a molecular structure, C69H60N5O5P3Tl from the Open Molecules 2025 dataset. Energies are from ωB97M-V/def2-TZVPD.

The value obtained for the HOMO-LUMO gap (alpha / beta) is 6.52 / 5.29 eV. Its total energy is -122766.6227 eV. Its energy above the lowest of the compared OMol25 structures with the same formula, charge and spin is 22.5 kcal/mol. As for the charge: +1.

Structure (XYZ):
```
143
C69H60N5O5P3Tl | the Open Molecules 2025 dataset | ωB97M-V/def2-TZVPD
Tl 0.464 0.659 0.189
O 4.314 -0.067 2.412
C 3.029 0.206 2.169
O 2.306 -0.580 1.623
C 2.633 1.596 2.585
C 3.504 2.416 3.284
C 3.077 3.685 3.644
C 1.811 4.094 3.272
C 1.011 3.212 2.557
N 1.411 1.987 2.230
C -0.378 3.691 2.169
O -0.676 4.853 2.211
O -1.196 2.705 1.802
H 4.463 -0.980 2.113
H 4.486 2.047 3.547
H 3.721 4.346 4.212
H 1.421 5.072 3.520
C -3.080 -6.591 0.104
C -2.903 -5.099 -0.188
C -4.138 -4.587 -0.967
C -2.798 -4.287 1.092
C -3.489 -4.637 2.245
C -3.499 -3.824 3.368
C -2.825 -2.619 3.338
C -2.107 -2.238 2.207
P -1.274 -0.600 2.224
C -0.073 -0.878 3.601
C 0.481 -2.160 3.684
C 1.503 -2.449 4.577
C 2.001 -1.461 5.415
C 1.477 -0.178 5.334
C 0.462 0.114 4.430
C -2.555 0.588 2.760
C -2.510 0.981 4.052
C -2.724 2.313 4.634
C -3.030 3.415 3.948
C -4.535 2.141 2.392
C -3.654 1.073 1.734
C -2.086 -3.087 1.100
O -1.329 -2.688 0.017
C -0.985 -3.628 -0.938
C 0.074 -3.313 -1.796
C 0.447 -4.244 -2.761
C -0.208 -5.454 -2.871
C -1.260 -5.738 -2.017
C -1.673 -4.838 -1.043
P 0.970 -1.706 -1.686
C 2.660 -2.294 -1.296
C 2.780 -3.123 -0.177
C 4.025 -3.510 0.295
C 5.180 -3.069 -0.345
C 5.073 -2.244 -1.457
C 3.823 -1.855 -1.928
C 0.975 -1.155 -3.427
C 0.064 -0.147 -3.735
C -0.022 0.376 -5.016
C 0.819 -0.102 -6.012
C 1.724 -1.116 -5.722
C 1.800 -1.644 -4.441
H -3.980 -6.766 0.693
H -2.222 -6.991 0.648
H -3.204 -7.157 -0.818
H -5.045 -4.725 -0.371
H -4.246 -5.133 -1.908
H -4.036 -3.523 -1.195
H -4.044 -5.565 2.273
H -4.045 -4.125 4.253
H -2.857 -1.952 4.193
H 0.107 -2.948 3.041
H 1.911 -3.453 4.617
H 2.787 -1.688 6.125
H 1.863 0.606 5.977
H 0.098 1.129 4.371
H -2.015 0.311 4.737
H -2.457 2.413 5.683
H -3.009 4.385 4.430
H -5.283 2.445 1.651
H -4.037 2.328 0.080
H 1.262 -4.013 -3.434
H 0.089 -6.173 -3.626
H -1.777 -6.682 -2.125
H 1.883 -3.461 0.334
H 4.097 -4.159 1.161
H 6.155 -3.380 0.011
H 5.969 -1.909 -1.969
H 3.760 -1.198 -2.786
H -0.582 0.235 -2.956
H -0.736 1.163 -5.229
H 0.770 0.313 -7.011
H 2.377 -1.496 -6.500
H 2.510 -2.437 -4.243
C -5.488 0.239 -4.019
C -4.519 -0.697 -3.692
C -3.575 -0.404 -2.715
C -3.584 0.827 -2.058
C -4.569 1.759 -2.392
C -5.514 1.467 -3.366
P -2.235 1.101 -0.852
C -3.148 1.918 0.554
C -4.597 -0.114 1.750
C -5.476 0.063 2.816
C -5.340 1.329 3.372
C -3.557 3.331 2.549
C -2.526 3.090 1.357
C -1.284 2.531 -1.514
C -1.704 3.474 -2.457
C -0.870 4.535 -2.789
C 0.369 4.677 -2.173
C 0.805 3.723 -1.259
C -0.005 2.638 -0.960
H -6.228 0.014 -4.777
H -4.497 -1.656 -4.197
H -2.815 -1.137 -2.458
H -4.608 2.723 -1.897
H -6.273 2.199 -3.618
H -4.494 -1.008 1.145
H -6.147 -0.702 3.187
H -5.904 1.724 4.208
H -4.064 4.263 2.310
H -2.408 3.992 0.766
H -2.666 3.382 -2.948
H -1.190 5.259 -3.528
H 1.002 5.523 -2.419
H 1.788 3.828 -0.800
C 6.021 4.197 -0.754
C 6.503 3.603 -2.075
C 5.862 4.306 -3.268
C 6.283 2.086 -2.122
N 4.891 1.699 -1.898
C 4.273 1.374 -0.764
N 3.003 1.167 -1.022
N 2.859 1.371 -2.355
N 3.984 1.688 -2.890
H 6.265 5.259 -0.707
H 6.494 3.708 0.105
H 4.935 4.106 -0.651
H 7.587 3.733 -2.134
H 4.777 4.178 -3.270
H 6.247 3.913 -4.212
H 6.077 5.376 -3.236
H 6.877 1.594 -1.352
H 6.572 1.692 -3.094
H 4.763 1.291 0.196
```

Record 2
Here is 8 unconnected molecules or ions with the total composition C69H77F5NO7P at a distorted geometry from the Open Molecules 2025 dataset. Energies are from ωB97M-V/def2-TZVPD.

The value obtained for the HOMO-LUMO gap is 8.38 eV. Its total energy is -111501.7437 eV.

Structure (XYZ):
```
160
C69H77F5NO7P | the Open Molecules 2025 dataset | ωB97M-V/def2-TZVPD
H 6.547 3.098 -4.348
N 5.708 3.656 -4.190
C 5.474 3.779 -2.951
C 4.260 4.539 -2.526
C 6.338 3.164 -1.877
C 5.495 2.354 -0.934
C 4.966 1.151 -1.167
C 5.141 0.336 -2.416
O 5.729 -0.917 -2.197
C 7.016 -0.876 -1.597
C 8.059 -1.621 -2.439
C 9.170 -2.119 -1.507
C 4.173 0.565 -0.039
O 4.424 -0.517 0.397
C 3.173 1.544 0.546
C 3.744 2.806 0.774
C 2.987 3.874 1.247
P 3.519 5.578 1.488
O 4.947 5.883 1.514
O 2.743 6.378 0.351
O 2.789 6.053 2.835
C 1.636 3.629 1.510
C 1.027 2.385 1.301
C -0.454 2.323 1.603
C -0.770 1.855 3.034
C -2.173 1.241 3.170
C -3.297 1.970 2.420
C -3.709 1.406 1.061
C -4.036 -0.082 1.050
C -4.267 -0.614 -0.367
O -3.698 -1.914 -0.463
C -3.242 -2.276 -1.746
C 1.799 1.318 0.800
C 1.125 0.006 0.433
F 1.960 -1.026 0.382
F 0.173 -0.335 1.327
C 0.414 0.096 -0.997
F -0.901 -0.013 -0.898
F 0.688 1.263 -1.596
F 0.856 -0.866 -1.798
C 5.197 2.940 0.398
O 6.041 3.391 1.106
H 4.445 5.222 -1.699
H 3.482 3.825 -2.253
H 3.888 5.109 -3.368
H 6.851 3.935 -1.305
H 7.093 2.543 -2.349
H 4.144 0.136 -2.813
H 5.655 0.913 -3.183
H 6.935 -1.382 -0.636
H 7.370 0.142 -1.448
H 8.511 -0.883 -3.099
H 7.595 -2.425 -2.997
H 9.612 -1.248 -1.028
H 9.923 -2.688 -2.038
H 8.713 -2.701 -0.711
H 2.824 7.318 0.574
H 3.086 5.487 3.559
H 1.026 4.442 1.875
H -0.892 3.295 1.403
H -0.919 1.633 0.909
H -0.635 2.680 3.730
H -0.040 1.096 3.289
H -2.098 0.191 2.909
H -2.426 1.278 4.227
H -3.039 3.021 2.300
H -4.179 1.953 3.057
H -4.614 1.932 0.752
H -2.979 1.607 0.278
H -4.944 -0.253 1.626
H -3.249 -0.694 1.476
H -3.836 0.057 -1.108
H -5.341 -0.708 -0.540
H -2.331 -2.862 -1.630
H -3.955 -2.922 -2.261
H -2.992 -1.427 -2.379
C 1.199 9.772 3.504
C 0.733 8.678 2.787
C -0.359 8.819 1.941
C -0.988 10.050 1.816
C -0.527 11.141 2.539
C 0.568 11.002 3.382
H 2.054 9.665 4.159
H 1.220 7.718 2.886
H -0.721 7.968 1.377
H -1.838 10.158 1.154
H -1.019 12.100 2.445
H 0.929 11.854 3.944
C 6.886 -5.363 0.159
C 7.685 -5.217 1.285
C 8.580 -6.218 1.636
C 8.675 -7.366 0.863
C 7.873 -7.515 -0.260
C 6.979 -6.513 -0.613
H 6.192 -4.580 -0.117
H 7.609 -4.322 1.889
H 9.204 -6.103 2.513
H 9.374 -8.146 1.135
H 7.944 -8.412 -0.861
H 6.355 -6.628 -1.489
C 3.494 2.141 5.760
C 3.734 0.860 6.235
C 4.625 0.026 5.569
C 5.278 0.472 4.428
C 5.039 1.755 3.953
C 4.150 2.580 4.618
H 2.799 2.792 6.276
H 3.225 0.508 7.123
H 4.809 -0.973 5.941
H 5.970 -0.179 3.909
H 5.543 2.115 3.065
H 3.968 3.579 4.237
C -4.436 8.386 0.760
C -4.899 7.292 0.042
C -5.992 7.428 -0.802
C -6.625 8.657 -0.925
C -6.166 9.749 -0.203
C -5.071 9.615 0.639
H -3.580 8.282 1.415
H -4.406 6.333 0.140
H -6.352 6.575 -1.363
H -7.476 8.763 -1.585
H -6.662 10.707 -0.296
H -4.712 10.467 1.202
C -5.445 -6.197 -1.021
C -6.177 -7.195 -1.650
C -7.394 -6.893 -2.246
C -7.881 -5.594 -2.210
C -7.151 -4.596 -1.577
C -5.933 -4.897 -0.983
H -4.493 -6.430 -0.562
H -5.800 -8.209 -1.677
H -7.963 -7.673 -2.737
H -8.830 -5.358 -2.677
H -7.531 -3.583 -1.549
H -5.361 -4.117 -0.493
C -4.385 -5.492 -7.368
C -5.579 -5.901 -6.790
C -5.783 -5.736 -5.427
C -4.793 -5.164 -4.641
C -3.597 -4.761 -5.218
C -3.393 -4.923 -6.581
H -4.227 -5.616 -8.431
H -6.351 -6.349 -7.403
H -6.714 -6.051 -4.974
H -4.957 -5.036 -3.578
H -2.822 -4.319 -4.603
H -2.460 -4.608 -7.031
C -7.216 -11.627 0.538
C -6.974 -10.260 0.541
C -8.032 -9.366 0.456
C -9.334 -9.841 0.366
C -9.576 -11.207 0.356
C -8.517 -12.101 0.444
H -6.390 -12.323 0.609
H -5.958 -9.890 0.610
H -7.843 -8.301 0.459
H -10.160 -9.144 0.301
H -10.590 -11.577 0.282
H -8.705 -13.166 0.438
```

Record 3
Here is 2 unconnected molecules or ions with the total composition C6BrF5O2P at a distorted geometry from the Open Molecules 2025 dataset. Energies are from ωB97M-V/def2-TZVPD.

The value obtained for the HOMO-LUMO gap is 6.82 eV. Its total energy is -103237.8382 eV. Its energy above the lowest of the compared OMol25 structures with the same formula, charge and spin is 4.5 kcal/mol. As for the charge: -1.

Structure (XYZ):
```
15
C6BrF5O2P | the Open Molecules 2025 dataset | ωB97M-V/def2-TZVPD
C -1.587 -1.120 -0.050
C -1.103 -0.714 1.128
C -0.961 -0.752 -1.198
C -0.183 0.295 1.188
C -0.015 0.241 -1.112
C 0.521 0.709 0.067
O 2.202 2.400 -1.226
O 2.451 2.099 1.396
F -2.547 -2.047 -0.083
F -1.681 -1.208 2.248
F -1.407 -1.086 -2.438
F 0.140 0.748 2.417
F 0.506 0.671 -2.249
P 1.962 1.762 0.085
Br 1.703 -2.000 -0.172
```